{"formula": "C16H24FO12", "method": "ωB97M-V with the def2-TZVPD basis set", "e_lumo_ev": 2.270, "charge": -1, "e_tot_ha": -1626.7318, "de_lowest_kcal_mol": 71.7, "species": ["F", "C", "C", "C", "O", "C", "O", "O", "H", "H", "H", "H", "H", "H", "C", "C", "C", "O", "C", "O", "O", "H", "H", "H", "H", "H", "H", "C", "C", "C", "O", "C", "O", "O", "H", "H", "H", "H", "H", "H", "C", "C", "C", "O", "C", "O", "O", "H", "H", "H", "H", "H", "H"], "coordinates": [[31.7410, 9.6470, 23.0850], [29.5980, 5.9620, 22.4060], [29.5060, 7.3030, 21.9020], [30.1500, 7.4920, 20.4660], [29.0020, 7.3980, 19.6110], [27.8530, 7.4340, 20.3580], [26.6980, 7.3290, 19.8030], [28.0890, 7.3930, 21.6730], [28.7920, 5.8870, 23.0910], [30.5110, 5.8140, 22.7330], [29.4710, 5.1710, 21.5820], [29.7870, 8.0370, 22.6710], [30.7280, 6.7510, 19.9370], [30.4770, 8.8130, 20.2220], [34.3430, 11.9920, 19.1960], [34.2590, 11.3210, 20.5080], [34.4760, 9.8510, 20.4840], [35.3680, 9.6230, 21.6300], [35.8050, 10.8860, 21.9860], [36.7150, 11.0480, 22.7790], [35.0860, 11.9260, 21.4700], [33.5810, 11.5410, 18.3870], [35.3960, 11.8020, 18.8280], [34.2840, 13.0980, 19.2240], [33.2690, 11.3760, 20.8550], [35.2210, 9.5950, 19.7960], [33.4470, 9.2200, 20.6870], [34.5920, 8.8130, 25.6300], [33.8740, 10.0650, 26.1110], [32.3010, 9.9350, 26.1560], [32.0870, 9.8810, 27.5240], [33.1670, 10.2150, 28.1770], [33.2850, 10.2560, 29.4400], [34.1890, 10.3240, 27.2830], [35.6160, 8.9410, 25.7800], [34.2310, 8.5920, 24.5530], [34.3530, 8.0210, 26.2190], [34.0820, 11.0130, 25.5160], [31.8760, 8.9290, 25.8290], [31.8040, 10.6590, 25.3990], [27.9380, 12.3010, 19.7100], [28.4240, 12.1790, 21.2340], [29.9300, 12.0770, 21.4080], [30.2300, 13.3860, 21.6180], [29.1870, 14.0440, 22.1010], [29.2620, 15.1710, 22.6230], [28.0880, 13.2810, 22.0670], [26.7580, 12.2290, 19.6850], [28.2290, 11.4860, 19.2090], [28.2230, 13.2680, 19.3430], [27.8530, 11.4180, 21.7280], [30.4790, 11.8190, 20.5020], [30.2690, 11.6160, 22.2520]], "forces_ev_per_a": [[-0.139, 0.006, -0.218], [-2.542, -2.378, -2.736], [0.656, 1.159, -1.232], [-1.207, 5.156, -0.742], [-2.260, 0.157, 0.947], [-4.224, -1.538, -3.032], [5.015, 0.892, 2.680], [-0.678, 1.672, -1.913], [-0.246, -0.704, 1.099], [4.420, -1.033, 2.449], [-0.217, 1.134, 0.956], [0.283, 0.158, -0.675], [1.387, -0.038, 1.088], [-0.135, -4.358, 1.228], [0.769, -0.210, -3.069], [-2.565, 0.659, -0.430], [-0.901, -2.105, 2.577], [-0.370, 2.543, 0.449], [1.777, -0.442, 2.994], [-1.459, -0.200, -1.533], [1.265, -1.970, -0.069], [1.668, 1.043, 1.936], [-1.006, 0.098, -0.097], [-0.470, -0.681, 0.206], [-1.512, 0.760, 0.818], [-0.192, -1.003, -2.523], [2.829, 1.456, -0.933], [-1.753, 1.946, -3.653], [-3.033, -0.552, -9.358], [-0.283, -2.156, -4.020], [-1.668, 1.390, 1.570], [1.561, -0.615, 4.899], [-0.361, 0.226, -5.129], [2.297, 2.250, 10.741], [1.907, 0.354, -0.500], [1.034, 0.352, 1.597], [-1.215, -2.418, 1.869], [0.079, -1.468, -0.196], [0.996, 1.221, -0.233], [0.347, -0.575, 2.102], [-3.612, 2.493, 4.410], [-1.403, -1.583, -1.361], [-1.140, -0.295, -2.583], [1.137, 3.795, 0.126], [0.490, 3.898, 2.673], [-0.466, -3.133, -1.792], [0.274, 1.021, -0.757], [2.269, 0.416, 0.200], [1.641, -2.802, -2.132], [0.335, 0.238, -0.630], [0.083, -1.080, -0.195], [-0.220, -0.697, 0.112], [0.757, -2.460, 2.016]]}

---

{"formula": "C16H24LaN3S", "method": "ωB97M-V with the def2-TZVPD basis set", "e_lumo_ev": -6.895, "charge": 2, "e_tot_ha": -1217.6361, "species": ["La", "C", "C", "C", "C", "C", "C", "C", "C", "C", "S", "C", "N", "H", "H", "H", "H", "H", "H", "H", "H", "C", "N", "C", "C", "C", "N", "C", "C", "H", "H", "H", "H", "H", "H", "H", "H", "H", "H", "H", "H", "H", "H", "H", "H"], "coordinates": [[0.4900, 1.3240, 0.4437], [-2.3464, 0.3461, 2.2628], [-2.7055, 0.2822, 0.7910], [-3.9921, -0.2183, 0.4064], [-4.2880, -0.2781, -0.9207], [-3.4343, 0.2057, -1.9071], [-3.6953, 0.0936, -3.2821], [-2.8083, 0.6035, -4.1752], [-1.6758, 1.2730, -3.7155], [-1.2930, 1.3096, -2.4103], [0.1782, 2.1671, -2.0272], [-2.2075, 0.7252, -1.4622], [-1.8697, 0.7505, -0.1154], [-3.2044, 0.3089, 2.8542], [-1.7113, 1.2234, 2.5106], [-1.8296, -0.5635, 2.6096], [-4.7360, -0.4487, 1.1854], [-5.3065, -0.6512, -1.1730], [-4.6311, -0.3307, -3.6101], [-3.0221, 0.4782, -5.2291], [-1.0728, 1.7600, -4.4707], [1.6207, 0.4536, 3.4515], [2.3164, 0.3734, 2.1641], [3.5302, 1.2921, 2.0851], [2.6676, -1.0058, 1.8417], [3.0230, -1.1660, 0.3524], [1.9660, -0.7014, -0.5464], [2.3927, -0.7687, -1.9836], [0.7271, -1.5373, -0.4232], [2.2907, 0.1682, 4.2846], [0.7860, -0.2299, 3.4720], [1.2906, 1.4368, 3.6345], [4.2932, 1.1162, 2.8541], [3.1774, 2.3297, 2.2895], [3.9546, 1.2301, 1.0603], [1.7672, -1.5382, 2.1365], [3.5063, -1.3397, 2.4585], [3.1858, -2.2062, 0.2547], [3.9346, -0.6815, 0.0737], [2.6733, -1.7504, -2.2345], [3.3246, -0.1732, -2.0379], [1.5862, -0.3952, -2.5775], [0.8836, -2.5502, -0.7710], [-0.1162, -1.1434, -1.0256], [0.3799, -1.5738, 0.6212]], "forces_ev_per_a": [[0.446, -0.455, 0.168], [1.908, -0.407, -1.159], [-1.528, -0.209, 0.184], [0.850, 0.506, 0.978], [-2.199, -0.475, 0.494], [0.835, -0.433, 0.061], [-0.425, 0.204, -0.061], [-0.702, -0.373, -0.067], [0.579, 0.047, -1.199], [-1.311, -0.410, 0.618], [0.640, 0.427, 0.069], [0.982, 0.754, -0.054], [0.198, -0.156, -0.299], [-1.491, 0.570, 0.980], [-0.519, -0.266, 0.043], [0.208, 0.113, -0.378], [0.538, -0.136, -0.542], [0.939, 0.261, -0.122], [-0.054, -0.206, -0.001], [0.198, 0.314, -0.019], [0.244, 0.020, 0.120], [1.485, -1.036, 0.292], [0.937, 1.330, -0.381], [-1.293, 0.348, -0.097], [0.157, 0.635, -0.404], [-0.950, 0.027, 1.090], [-1.537, -0.037, -0.359], [1.034, 1.528, 1.776], [-0.023, 0.663, 0.145], [-0.287, 0.123, -0.194], [-0.398, -0.262, -0.060], [-0.471, 1.405, 0.295], [-0.139, -0.427, -0.216], [0.225, -0.500, -0.317], [-0.132, 0.102, 0.795], [0.237, -0.765, -0.232], [-0.030, -0.201, 0.000], [0.290, -1.405, -0.545], [0.576, 0.429, 0.022], [0.096, -1.521, -0.416], [-0.704, 0.025, -0.431], [-0.159, 0.298, -0.573], [0.121, -0.392, 0.071], [0.533, 0.104, 0.019], [0.094, -0.161, -0.091]]}

---

{"formula": "C16H24N2O3", "method": "ωB97M-V with the def2-TZVPD basis set", "e_lumo_ev": 0.067, "e_tot_ha": -958.7875, "de_lowest_kcal_mol": 356.4, "species": ["C", "C", "C", "C", "C", "C", "C", "C", "O", "N", "N", "C", "C", "C", "C", "C", "C", "C", "O", "H", "H", "O", "H", "H", "H", "C", "H", "H", "H", "H", "H", "H", "H", "H", "H", "H", "H", "H", "H", "H", "H", "H", "H", "H", "H"], "coordinates": [[-2.9443, 1.3233, -1.7118], [-1.9190, 1.9424, -0.7347], [-2.0742, 1.6399, 0.8001], [-1.0179, 2.1832, 1.5123], [-1.3832, 1.8627, 2.9847], [0.1104, 2.0868, 3.6561], [0.9724, 0.8861, 3.6259], [1.3427, 0.1724, 2.4516], [2.2819, 0.6534, 1.7849], [0.5313, -0.6850, 1.9708], [0.6409, -1.1878, 0.6309], [1.4957, -1.6338, -0.1137], [0.9667, -1.7432, -1.4963], [2.3241, -1.9031, -2.3792], [1.9364, -2.2711, -3.7074], [0.7498, -2.2149, -4.3366], [-0.4687, -1.9908, -3.3854], [-0.1388, -1.7599, -2.0809], [-1.1721, -1.7010, -1.0840], [-0.7994, -1.3134, -0.3984], [-1.4198, -2.2759, -3.6971], [0.6915, -2.5431, -5.6617], [-0.2973, -2.6191, -5.7142], [2.9694, -2.2084, -4.5357], [3.2742, -2.0597, -1.9289], [2.8421, -1.6461, 0.5291], [3.2745, -0.6934, 0.2570], [3.4387, -2.5841, 0.0541], [2.8139, -1.7985, 1.3937], [-0.2951, -0.7763, 2.4279], [0.5024, -0.1113, 4.3923], [1.8252, 0.8514, 4.3714], [-0.0282, 2.3432, 4.8116], [0.6404, 2.8531, 3.2538], [-1.6188, 0.9110, 3.0634], [-1.6964, 2.5718, 3.4416], [-0.1263, 1.5937, 1.2014], [-0.7313, 3.4393, 1.2094], [-2.1747, 0.5314, 0.7825], [-2.8909, 2.0575, 0.8367], [-0.9186, 1.6459, -1.1670], [-1.6645, 3.0327, -1.2399], [-2.9856, 0.1456, -1.7144], [-2.9223, 1.5169, -2.8722], [-3.9370, 1.4760, -1.4836]], "forces_ev_per_a": [[0.968, -3.142, -2.058], [2.595, 1.164, -4.519], [4.264, -4.248, -7.671], [3.005, 2.858, 1.693], [11.164, -1.547, -5.378], [-2.949, -2.481, 3.904], [-0.400, -4.670, 7.116], [3.969, 4.648, -2.216], [-0.084, -0.796, 0.391], [2.507, -3.991, -4.084], [-7.744, 2.721, 4.029], [1.134, 0.641, 0.634], [16.225, -0.904, 0.377], [-7.686, -1.363, -0.968], [8.071, 2.358, -0.742], [-4.263, 0.034, 3.198], [5.085, -0.838, -3.754], [-8.677, -0.241, 0.804], [-3.433, -3.081, -7.820], [2.852, 2.921, 5.678], [-1.649, 0.101, -0.375], [-2.471, 0.399, 1.319], [1.171, -0.105, -1.119], [-3.223, -0.828, 2.373], [0.528, 0.316, -0.069], [2.825, -1.462, -16.064], [0.620, -0.074, 0.157], [-0.805, 2.244, 1.046], [-0.813, -1.904, 13.094], [-3.037, -0.983, 0.887], [0.069, 2.642, -2.014], [-0.238, 1.118, -1.457], [0.276, -0.442, -2.333], [1.088, 2.566, -1.531], [-1.871, -4.120, 0.916], [-6.070, 8.014, 5.212], [-0.168, 0.876, 0.389], [-1.128, -3.836, 1.223], [0.089, 0.591, 0.607], [-8.873, 3.930, 2.193], [-0.545, -0.863, 0.984], [-1.495, -1.507, 2.447], [0.773, 1.924, 0.309], [0.686, 0.248, 2.308], [-2.335, 1.115, 0.884]]}

---

{"formula": "C16H24N2O4", "method": "ωB97M-V with the def2-TZVPD basis set", "e_lumo_ev": 0.583, "e_tot_ha": -1034.5443, "smiles": "CCCCCCCC(=O)N/N=C(/C)c1c(O)cc(C)oc1=O", "de_lowest_kcal_mol": 52.9, "species": ["C", "H", "C", "H", "C", "C", "C", "C", "H", "C", "C", "O", "N", "N", "C", "C", "C", "C", "C", "O", "C", "O", "C", "H", "H", "H", "H", "O", "H", "C", "H", "H", "H", "H", "H", "H", "H", "H", "H", "H", "H", "H", "H", "H", "H", "H"], "coordinates": [[3.6963, 1.2839, 1.5511], [2.8751, 0.8717, 2.1301], [4.0161, 0.4014, 0.3491], [4.8048, 0.8846, -0.2330], [2.7923, 0.1586, -0.5465], [2.1559, -1.2231, -0.3822], [1.5892, -1.4583, 1.0154], [0.9363, -2.8313, 1.1858], [1.6946, -3.6109, 1.0718], [-0.1841, -3.1235, 0.1813], [-1.2320, -2.0316, 0.0680], [-1.5201, -1.4984, -0.9862], [-1.8803, -1.7811, 1.2360], [-2.9650, -0.9946, 1.4744], [-3.2311, 0.0883, 0.8664], [-2.3907, 0.8054, -0.1196], [-2.7953, 1.1244, -1.3904], [-1.9172, 1.8488, -2.2453], [-0.6808, 2.1657, -1.8019], [-0.2725, 1.8467, -0.5685], [-1.0665, 1.1616, 0.3237], [-0.5952, 0.9242, 1.4137], [0.3596, 2.8721, -2.6038], [-0.0349, 3.1618, -3.5718], [0.7044, 3.7545, -2.0677], [1.2180, 2.2163, -2.7419], [-2.2441, 2.0872, -3.2412], [-3.9774, 0.7590, -1.9130], [-4.4071, 0.1066, -1.3443], [-4.4912, 0.7844, 1.2969], [-5.0513, 1.1815, 0.4531], [-5.1123, 0.1033, 1.8706], [-4.2171, 1.6258, 1.9334], [-1.6809, -2.3710, 2.0325], [0.2346, -3.2639, -0.8156], [-0.6888, -4.0521, 0.4636], [0.5484, -2.9015, 2.2053], [2.3940, -1.3831, 1.7488], [0.8614, -0.6790, 1.2436], [2.8971, -1.9948, -0.6115], [1.3494, -1.3046, -1.1139], [2.0377, 0.9166, -0.3327], [3.0836, 0.2662, -1.5950], [4.4139, -0.5559, 0.6924], [3.4066, 2.2790, 1.2204], [4.5664, 1.3788, 2.1985]], "forces_ev_per_a": [[0.184, -0.146, -0.088], [-0.120, -0.001, 0.109], [-0.135, 0.171, -0.027], [0.046, -0.083, 0.025], [0.178, -0.234, -0.070], [-0.105, 0.231, 0.152], [0.026, -0.229, -0.176], [0.030, 0.153, -0.023], [-0.039, -0.051, 0.090], [0.197, 0.013, 0.019], [0.049, -0.419, -0.259], [0.019, -0.107, -0.157], [0.212, 0.196, 0.421], [-0.524, -0.302, 0.405], [0.121, 0.064, -0.508], [-0.024, 0.250, -0.181], [0.321, -0.078, 0.820], [0.192, 0.025, 0.088], [-0.613, 0.026, -0.636], [0.328, 0.149, -0.018], [-0.317, -0.160, 0.453], [-0.087, 0.183, -0.302], [-0.048, -0.125, 0.256], [-0.028, 0.012, -0.053], [0.019, 0.076, 0.010], [0.075, -0.038, -0.029], [0.077, 0.088, -0.164], [0.096, 0.016, -0.065], [0.077, 0.014, -0.002], [0.025, -0.082, 0.198], [-0.054, 0.072, -0.049], [-0.068, -0.015, 0.008], [-0.030, 0.131, -0.005], [-0.026, 0.074, -0.268], [-0.141, 0.036, 0.032], [-0.004, -0.010, -0.071], [0.043, -0.094, 0.049], [0.013, 0.080, 0.086], [0.071, 0.026, 0.071], [0.014, -0.065, -0.081], [-0.012, -0.104, -0.080], [-0.037, 0.074, -0.064], [-0.053, 0.065, -0.019], [0.083, -0.061, -0.026], [-0.065, 0.113, 0.011], [0.033, 0.068, 0.116]]}

---

{"formula": "C16H24N2O4S", "method": "ωB97M-V with the def2-TZVPD basis set", "e_lumo_ev": 0.603, "e_tot_ha": -1432.7148, "smiles": "Cc1cc(S(=O)(=O)NCC(C)C)ccc1OCC(=O)NC1CC1", "de_lowest_kcal_mol": 34.0, "species": ["C", "C", "C", "C", "C", "C", "C", "O", "C", "C", "O", "N", "C", "C", "C", "H", "H", "H", "H", "H", "H", "H", "H", "H", "H", "S", "O", "O", "N", "H", "C", "H", "C", "C", "H", "H", "H", "C", "H", "H", "H", "H", "H", "H", "H", "H", "H"], "coordinates": [[-1.2035, -3.1602, 1.3992], [-0.8290, -1.8856, 0.7107], [0.3971, -1.2788, 0.9098], [0.7096, -0.0979, 0.2623], [-0.1874, 0.5002, -0.5950], [-1.4226, -0.0891, -0.8128], [-1.7447, -1.2776, -0.1673], [-2.9379, -1.9293, -0.3059], [-3.8656, -1.4453, -1.2513], [-4.5107, -0.0989, -0.8755], [-4.9298, 0.6529, -1.7291], [-4.5642, 0.0916, 0.4542], [-5.0495, 1.2518, 1.1454], [-6.1700, 2.0805, 0.5951], [-4.7757, 2.6341, 0.6312], [-4.5305, 3.4029, 1.3470], [-4.2596, 2.7201, -0.3108], [-6.9039, 2.4605, 1.2889], [-6.5627, 1.8082, -0.3703], [-5.0145, 1.0945, 2.2158], [-4.1504, -0.6269, 1.0300], [-4.6557, -2.2020, -1.2916], [-3.4220, -1.3559, -2.2492], [-2.1248, 0.3899, -1.4761], [0.0789, 1.4296, -1.0712], [2.3208, 0.6221, 0.5206], [2.2651, 2.0126, 0.1577], [2.7926, 0.2540, 1.8230], [3.1962, -0.2174, -0.6333], [3.2553, 0.3180, -1.4853], [4.4440, -0.8458, -0.2605], [4.5735, -1.7344, -0.8889], [5.6845, 0.0557, -0.3706], [5.9150, 0.5135, -1.8107], [5.1365, 1.2053, -2.1268], [5.9265, -0.3360, -2.4910], [6.8689, 1.0297, -1.8902], [5.5726, 1.2554, 0.5654], [4.7160, 1.8716, 0.3014], [6.4706, 1.8668, 0.5065], [5.4389, 0.9262, 1.5927], [6.5405, -0.5557, -0.0620], [4.3130, -1.1612, 0.7758], [1.1247, -1.7056, 1.5815], [-2.0418, -2.9934, 2.0744], [-1.5194, -3.9019, 0.6679], [-0.3647, -3.5485, 1.9685]], "forces_ev_per_a": [[-0.025, 0.045, -0.051], [-0.119, 0.052, -0.117], [-0.148, -0.053, 0.010], [0.382, 0.417, 0.121], [0.116, 0.087, 0.063], [-0.208, -0.180, -0.040], [0.401, 0.115, 0.068], [0.143, -0.108, 0.228], [-0.225, 0.126, -0.364], [0.329, -0.624, 0.298], [-0.112, 0.227, -0.269], [0.023, -0.162, 0.259], [-0.093, 0.228, -0.106], [-0.232, -0.046, 0.045], [0.161, 0.077, 0.065], [-0.014, 0.024, 0.117], [0.002, -0.053, -0.111], [0.002, 0.031, 0.125], [0.048, -0.026, -0.071], [-0.029, 0.073, -0.068], [-0.009, 0.078, -0.156], [0.101, 0.127, -0.041], [-0.042, 0.074, 0.148], [-0.064, 0.061, -0.089], [-0.049, 0.135, -0.096], [-0.350, -0.151, -0.634], [-0.176, -0.215, -0.190], [0.008, -0.310, -0.088], [-0.391, 0.535, 0.481], [-0.172, 0.184, -0.157], [0.578, -0.266, 0.307], [-0.021, 0.052, 0.105], [-0.184, 0.059, -0.029], [0.038, -0.222, 0.276], [-0.071, 0.132, -0.092], [0.024, -0.056, -0.143], [0.046, 0.090, -0.074], [0.152, -0.244, -0.033], [0.032, 0.153, -0.025], [0.057, 0.096, 0.002], [0.005, 0.044, 0.131], [-0.068, -0.017, -0.022], [0.173, -0.175, -0.074], [0.028, -0.173, 0.134], [-0.065, -0.076, 0.073], [-0.023, -0.108, 0.029], [0.043, -0.051, 0.057]]}